ORCA calculation (ωB97M-V with the def2-TZVPD basis set) on a cluster of 15 separate species, C39H116N22O15 in total.

The electronic energy comes out at -105815.927 eV. For the HOMO-LUMO gap, the calculation gives 8.82 eV. For the relative energy (zero: lowest compared OMol25 entry of this formula, charge and spin), the calculation gives 6.0655 eV. Its HOMO energy is -0.3263 Eh.

The geometry in XYZ format:
```
192
Properties=species:S:1:pos:R:3:lowdin_charge:R:1
C 0.75491 -5.21505 3.51487 -0.058
C -0.57647 -5.80782 3.65092 -0.517
C -1.43973 -5.40781 2.48243 -0.224
O -1.64956 -4.04287 2.33787 -0.185
C -2.53320 -3.52681 3.25016 -0.120
N -0.47160 -7.20541 3.75510 0.055
H 0.80576 -4.19151 3.14354 0.064
H 1.16167 -5.76103 2.66367 0.084
H 1.43289 -5.25830 4.36727 0.092
H -1.09867 -5.41522 4.52342 0.135
H -2.36235 -5.96864 2.63192 0.123
H -0.95430 -5.80498 1.59097 0.129
H -2.01313 -3.49587 4.20757 0.095
H -3.49130 -4.02486 3.39881 0.093
H -2.81136 -2.50396 2.99617 0.080
H -1.40095 -7.55139 3.56355 0.071
H -0.32686 -7.60963 4.66929 0.089
C 5.93362 1.09440 1.21346 -0.034
C 5.48181 0.15049 2.38341 -0.451
C 4.45238 -0.95641 2.06152 -0.181
O 4.25659 -1.73326 3.26411 -0.184
C 3.48565 -2.85894 3.11382 -0.139
N 6.62651 -0.45700 2.95532 0.044
H 5.23481 1.81591 0.79016 0.040
H 6.34066 0.45564 0.42962 0.076
H 6.70469 1.69738 1.69302 0.067
H 4.90384 0.65913 3.15498 0.138
H 4.70675 -1.57573 1.20138 0.126
H 3.58093 -0.37779 1.75510 0.104
H 4.19230 -3.68664 3.17427 0.097
H 2.97539 -2.96200 2.15616 0.059
H 2.71365 -2.96494 3.87598 0.071
H 6.13576 -1.09727 3.56304 0.063
H 6.97654 -1.06498 2.22873 0.076
C -1.86518 -5.24938 -1.76482 -0.060
C -3.12209 -4.45906 -1.68352 -0.402
C -4.04864 -5.06245 -0.59439 -0.204
O -5.26670 -4.39893 -0.63350 -0.182
C -6.21376 -4.64837 0.37718 -0.102
N -2.79598 -3.11809 -1.21467 0.047
H -1.59811 -5.32203 -0.71055 0.064
H -1.04960 -4.71751 -2.25477 0.077
H -1.96660 -6.21234 -2.26534 0.093
H -3.60146 -4.45952 -2.66245 0.149
H -3.61226 -5.09459 0.40392 0.115
H -4.24854 -6.11933 -0.77085 0.129
H -6.59374 -5.66953 0.40791 0.089
H -7.19036 -4.18076 0.25196 0.090
H -5.73990 -4.31385 1.30003 0.068
H -2.30446 -3.29299 -0.34985 0.061
H -3.68900 -2.77779 -0.88786 0.045
C 4.35976 -4.47879 -4.34743 -0.055
C 4.28682 -5.81424 -3.56106 -0.424
C 3.06100 -5.98273 -2.61521 -0.193
O 3.04464 -4.93814 -1.64045 -0.205
C 2.03398 -5.18394 -0.58256 -0.063
N 4.18318 -6.91293 -4.49992 0.019
H 5.22588 -4.48369 -5.00920 0.073
H 4.39687 -3.60862 -3.69205 0.064
H 3.51588 -4.26380 -5.00298 0.075
H 5.22058 -5.96722 -3.01995 0.134
H 3.09760 -6.87005 -1.98322 0.109
H 2.08130 -6.00122 -3.09264 0.125
H 2.09234 -4.46627 0.23575 0.061
H 2.16168 -6.22288 -0.27857 0.081
H 0.98919 -5.08958 -0.87850 0.058
H 4.39847 -7.73363 -3.95202 0.070
H 5.08331 -6.76705 -4.93419 0.066
C -3.59881 2.35300 2.44178 -0.063
C -3.72984 3.24902 3.69641 -0.381
C -2.72434 4.48651 3.57822 -0.171
O -1.45430 3.92523 3.89904 -0.217
C -0.53227 5.01081 4.03868 -0.080
N -5.11941 3.67547 3.73268 0.017
H -4.21468 2.82249 1.67471 0.075
H -3.95474 1.34822 2.66946 0.071
H -2.57441 2.37711 2.07015 0.065
H -3.59619 2.74132 4.65165 0.134
H -2.93659 5.22203 4.35415 0.115
H -2.79303 5.07468 2.66310 0.110
H -0.37175 5.48360 3.06977 0.067
H 0.42964 4.56717 4.29560 0.089
H -0.87888 5.79946 4.70650 0.091
H -5.11032 4.39060 3.01951 0.070
H -5.66551 2.89019 3.40834 0.054
C 2.49222 3.02064 2.15416 -0.046
C 2.96735 4.40400 1.75618 -0.395
C 4.43941 4.68057 2.13801 -0.203
O 4.65927 4.57178 3.53705 -0.163
C 6.02096 4.67808 3.78530 -0.118
N 2.84210 4.55813 0.31068 0.038
H 2.35780 2.85131 3.22250 0.085
H 3.25189 2.29970 1.85210 0.057
H 1.63261 2.71737 1.55650 0.047
H 2.29587 5.09775 2.26208 0.131
H 4.80604 5.61360 1.71007 0.122
H 5.03399 3.94824 1.59186 0.100
H 6.45443 3.82664 3.26066 0.078
H 6.19966 4.60187 4.85785 0.098
H 6.42820 5.58326 3.33485 0.088
H 3.48068 3.98048 -0.21718 0.067
H 3.05739 5.52719 0.12447 0.082
C 0.53902 -1.94530 0.20845 -0.046
C -0.14819 -0.61162 0.46211 -0.374
C -0.94425 -0.03892 -0.72395 -0.130
O -1.39463 1.30901 -0.38888 -0.230
C -2.13963 1.89417 -1.42663 -0.112
N -0.94645 -0.97725 1.62620 0.042
H -0.21558 -2.70315 -0.00210 0.067
H 1.19366 -2.31542 0.99748 0.063
H 1.15069 -1.91632 -0.69327 0.082
H 0.61001 0.10485 0.77818 0.108
H -1.85573 -0.62236 -0.85403 0.095
H -0.40107 0.08572 -1.66073 0.106
H -2.76998 1.26182 -2.05185 0.072
H -1.45345 2.49348 -2.02503 0.072
H -2.78263 2.55513 -0.84544 0.088
H -1.91195 -0.74350 1.44372 0.058
H -1.03108 -1.98370 1.62330 0.037
C 3.12946 -0.65722 -5.58951 -0.053
C 1.94957 -0.21446 -4.75921 -0.414
C 2.61250 0.09825 -3.34759 -0.194
O 1.79090 0.59300 -2.33670 -0.204
C 2.52408 0.97619 -1.22882 -0.136
N 1.32813 0.99164 -5.27872 0.049
H 3.84747 0.15903 -5.66890 0.092
H 2.80409 -0.94361 -6.58962 0.085
H 3.40486 -1.61688 -5.15211 0.064
H 1.07826 -0.85472 -4.62145 0.119
H 3.30378 0.89265 -3.62895 0.125
H 3.09979 -0.83909 -3.07919 0.123
H 3.11511 0.19134 -0.75681 0.088
H 1.88901 1.42311 -0.46393 0.076
H 3.28689 1.73406 -1.40735 0.079
H 0.78368 1.48007 -4.58224 0.040
H 2.07969 1.64578 -5.44417 0.064
C -2.70718 6.80287 -3.15973 -0.806
O -3.03952 7.83554 -2.58228 0.039
N -2.50735 5.67385 -2.59398 0.173
N -2.50374 6.68265 -4.42268 0.157
H -2.45184 5.55303 -1.59277 0.087
H -2.02055 4.97259 -3.13374 0.093
H -2.30913 5.77331 -4.81683 0.107
H -2.44810 7.53523 -4.96130 0.126
C -5.39191 3.12270 -2.22393 -0.785
O -5.84901 3.83090 -1.36181 0.039
N -5.59679 1.80425 -2.18293 0.156
N -4.64019 3.52006 -3.21761 0.182
H -6.03167 1.49853 -1.32414 0.086
H -5.20798 1.29157 -2.96146 0.077
H -4.21648 2.72894 -3.68096 0.098
H -4.32125 4.45834 -3.41259 0.096
C -2.33592 -0.83446 -4.05104 -0.805
O -1.92939 -0.06874 -4.88781 0.032
N -1.58343 -1.64311 -3.37989 0.177
N -3.60295 -0.96923 -3.68509 0.169
H -2.07888 -2.15386 -2.66312 0.038
H -0.57782 -1.66039 -3.47235 0.107
H -4.24258 -0.36814 -4.18476 0.101
H -3.89573 -1.47974 -2.86425 0.094
C 0.58208 0.68646 4.32743 -0.787
O 0.76958 1.10973 5.43702 0.048
N 0.72843 -0.56069 3.91096 0.162
N 0.03907 1.34658 3.34568 0.181
H 0.44286 -0.89588 3.00201 0.051
H 0.84287 -1.12685 4.73950 0.109
H -0.33869 2.24413 3.61365 0.084
H -0.17292 0.87601 2.47751 0.064
C 2.19106 4.31598 -3.03658 -0.819
O 3.28880 3.97134 -2.67698 0.030
N 1.23393 3.49443 -3.11348 0.201
N 2.01004 5.44280 -3.66896 0.180
H 1.37281 2.62282 -2.62244 0.086
H 0.34923 3.65314 -3.57416 0.116
H 2.75727 6.06854 -3.93389 0.123
H 1.06623 5.71945 -3.89875 0.102
C -0.73232 5.08482 0.23760 -0.798
O -1.92626 5.36124 0.38809 -0.007
N 0.10164 6.03118 0.45569 0.181
N -0.18871 3.96201 -0.00993 0.226
H -0.20636 6.95865 0.71072 0.135
H 1.04905 5.93610 0.11881 0.079
H -0.61192 3.05404 0.11888 0.086
H 0.79955 4.03700 -0.20440 0.067
C -4.99309 -0.86013 0.82888 -0.771
O -3.88849 -1.33813 0.63197 0.028
N -5.92215 -1.50316 1.47372 0.192
N -5.34097 0.33280 0.65569 0.191
H -6.59606 -0.86450 1.87128 0.116
H -5.65529 -2.37848 1.90115 0.103
H -6.19215 0.61297 1.12164 0.132
H -4.54392 0.95003 0.59372 0.103
```

=====

ORCA calculation (ωB97M-V with the def2-TZVPD basis set) on a structure of composition C39H119InN6O25Sn.

The electronic energy comes out at -113472.538 eV. For the HOMO-LUMO gap, the calculation gives 1.77 eV. The total charge is +2. Its HOMO energy is -0.4289 Eh.

The geometry in XYZ format:
```
191
Properties=species:S:1:pos:R:3:lowdin_charge:R:1
In -4.61833 2.49748 -1.45918 1.310
Sn -2.21494 -1.04275 -3.85996 1.638
C -1.79595 2.66179 -5.03518 -0.225
O -2.80051 2.23708 -4.12415 -0.369
H -2.18490 3.11243 -5.94828 0.080
H -1.09568 3.28754 -4.48186 0.076
H -1.26233 1.80605 -5.44876 0.049
C -5.96018 -1.54984 -2.88696 -0.197
O -5.19484 -0.30786 -2.96579 -0.333
H -6.33583 -1.83381 -1.90393 0.077
H -6.79553 -1.57318 -3.58678 0.089
H -5.38099 -2.44962 -3.09440 0.044
C -1.21933 0.22709 -0.11666 -0.181
O -2.37944 0.40826 -0.92304 -0.287
H -1.27185 -0.62573 0.56014 0.069
H -0.24638 0.07658 -0.58443 0.053
H -1.10089 1.15455 0.44359 0.084
O -3.76343 -4.39720 -1.00412 -0.021
H -3.31139 -4.23407 -1.83193 0.035
H -4.01352 -5.32024 -1.04509 0.077
O 0.40298 5.22740 -0.98867 -0.055
H 1.14850 4.87978 -0.49919 -0.009
H 0.38332 6.15834 -0.76691 0.000
O -3.59517 3.07730 1.36034 -0.090
H -3.90930 3.88157 1.77353 0.054
H -2.69329 2.98600 1.66775 -0.001
O -5.04133 -0.24521 2.87254 -0.036
H -4.17563 0.05351 3.15107 -0.002
H -4.89510 -1.13267 2.54507 0.020
O -5.94899 0.30519 0.19883 -0.103
H -6.20317 -0.41373 -0.37977 0.006
H -5.55918 -0.12543 0.95964 -0.010
O -1.69297 3.54108 -1.61583 -0.112
H -0.99270 4.07507 -1.24070 -0.017
H -1.38657 3.32836 -2.49736 -0.006
O -3.81960 -2.14225 0.41196 -0.038
H -3.31484 -1.59095 -0.18596 -0.010
H -3.91202 -2.97543 -0.05010 -0.027
O 1.58597 2.62787 4.96983 -0.033
H 1.21273 2.09464 5.67168 0.047
H 0.82791 2.93387 4.47189 -0.015
O -0.22518 -3.08941 -2.46870 -0.105
H 0.31071 -3.60516 -1.86615 0.047
H -0.88010 -3.70629 -2.79547 0.017
O -5.06530 3.80603 -4.04941 -0.115
H -5.52152 3.84491 -4.88998 0.056
H -4.15523 3.61788 -4.27876 -0.025
C 3.56765 0.40676 -0.90474 -0.078
O 4.07134 1.76186 -0.75725 -0.227
C 3.43431 2.72762 -1.63488 -0.183
C 3.89923 4.09517 -1.17670 -0.149
N 3.02320 4.82549 -0.20598 -0.083
C 3.50406 6.14550 0.17087 -0.154
C 2.43563 7.10863 0.77080 -0.118
O 1.47525 7.55041 -0.26533 -0.226
C 0.27343 8.12163 0.21933 -0.110
H 4.25656 -0.13975 -0.26067 0.097
H 3.82007 0.11671 -1.92467 0.073
H 2.50786 0.33077 -0.66152 0.070
H 2.35809 2.58285 -1.54054 0.104
H 3.75968 2.49387 -2.64858 0.118
H 3.98709 4.68007 -2.09228 0.122
H 4.86308 4.04395 -0.67028 0.115
H 2.79791 4.21655 0.56767 0.045
H 4.05702 6.67261 -0.60663 0.131
H 4.18781 5.80816 0.94983 0.108
H 2.92684 8.01582 1.12268 0.127
H 1.86870 6.57244 1.53183 0.106
H -0.05196 7.85400 1.22462 0.081
H -0.55170 7.73938 -0.38161 0.086
H 0.33141 9.20895 0.16954 0.097
C -2.81235 -3.21103 5.16751 -0.062
O -1.88241 -3.93355 4.36370 -0.205
C -2.42786 -4.57954 3.25355 -0.238
C -1.40209 -5.47012 2.50801 -0.179
N -0.09742 -4.86951 2.30946 -0.026
C -0.36829 -3.74619 1.41488 -0.227
C 0.81874 -2.77813 1.38058 -0.212
O 1.11421 -2.28720 2.68626 -0.179
C 2.15327 -1.34919 2.87562 -0.086
H -2.36802 -2.69724 6.01997 0.079
H -3.53683 -3.93061 5.54886 0.093
H -3.29453 -2.58223 4.41904 0.079
H -2.87909 -3.77392 2.67435 0.094
H -3.22884 -5.22132 3.62050 0.122
H -1.71209 -5.71201 1.49141 0.110
H -1.29686 -6.34619 3.14797 0.121
H 0.14342 -4.32719 3.12676 0.094
H -1.17843 -3.11380 1.77799 0.095
H -0.58251 -4.10121 0.40683 0.106
H 0.64973 -2.00496 0.63108 0.093
H 1.68326 -3.33271 1.01569 0.115
H 1.90219 -0.34591 2.53138 0.062
H 3.01968 -1.59250 2.26063 0.080
H 2.56782 -1.31336 3.88307 0.100
C 1.20187 0.12129 -3.51281 -0.146
O 0.57340 -0.11914 -4.70233 -0.293
C 1.31807 -0.92876 -5.57179 -0.187
C 0.41787 -1.17851 -6.80852 -0.182
N -0.66079 -2.12221 -6.54317 -0.084
C -1.52351 -2.41058 -7.80398 -0.128
C -2.59710 -1.32805 -8.05567 -0.197
O -3.45129 -1.28409 -6.88843 -0.264
C -4.30817 -0.15994 -6.99316 -0.097
H 1.28248 -0.78749 -2.91638 0.079
H 0.65881 0.80769 -2.86316 0.091
H 2.17324 0.55650 -3.74760 0.099
H 1.59746 -1.81886 -5.00807 0.119
H 2.25219 -0.45641 -5.87572 0.141
H 1.10981 -1.72663 -7.44795 0.130
H 0.01947 -0.22606 -7.15814 0.130
H -0.21781 -3.00100 -6.31597 0.102
H -2.06493 -3.33390 -7.59796 0.118
H -0.84715 -2.61643 -8.63360 0.124
H -3.11275 -1.64939 -8.96062 0.134
H -2.12816 -0.37862 -8.31406 0.122
H -3.78768 0.78805 -6.85710 0.090
H -5.03037 -0.41607 -6.21797 0.092
H -4.89075 -0.15847 -7.91441 0.102
C -1.52114 0.03918 3.74973 -0.082
O -2.70657 0.75511 3.85685 -0.211
C -2.63739 1.82663 4.71901 -0.197
C -3.46285 1.56513 6.02035 -0.187
N -2.81093 0.69466 6.95514 -0.074
C -3.44405 0.53597 8.26435 -0.168
C -2.97013 -0.79261 8.86238 -0.215
O -3.35144 -1.99353 8.22005 -0.220
C -3.01449 -3.17714 8.94831 -0.096
H -1.52558 -0.74249 2.99009 0.085
H -1.28311 -0.38634 4.72461 0.097
H -0.68242 0.69368 3.51251 0.074
H -2.95052 2.71703 4.17382 0.102
H -1.61096 2.03318 5.02213 0.113
H -4.44143 1.16199 5.75962 0.120
H -3.74030 2.48024 6.54351 0.122
H -2.69648 -0.19202 6.48525 0.087
H -4.52214 0.61349 8.12367 0.117
H -3.16030 1.37091 8.90502 0.122
H -3.22480 -0.97976 9.90556 0.119
H -1.88068 -0.82678 8.86848 0.121
H -1.98395 -3.20651 9.30216 0.091
H -3.19280 -4.06769 8.34562 0.083
H -3.65933 -3.29008 9.81981 0.088
C 5.55329 -3.73174 -0.83920 -0.069
O 5.14550 -2.88921 -1.92110 -0.198
C 3.89673 -3.10048 -2.51467 -0.225
C 3.80660 -4.24644 -3.59205 -0.192
N 3.76011 -5.57834 -3.01201 -0.066
C 3.28751 -6.74315 -3.81198 -0.180
C 4.04153 -6.91909 -5.14226 -0.209
O 5.44129 -6.66900 -4.89594 -0.217
C 6.28229 -6.76716 -6.01864 -0.100
H 6.38564 -3.24852 -0.32755 0.090
H 5.91164 -4.70199 -1.18316 0.083
H 4.72488 -3.73833 -0.13082 0.082
H 3.71614 -2.18588 -3.07947 0.094
H 3.14001 -3.17345 -1.73355 0.104
H 4.52964 -4.18107 -4.40509 0.118
H 2.80659 -4.13474 -4.01109 0.094
H 4.70425 -5.82106 -2.74787 0.089
H 2.25684 -6.57672 -4.12521 0.098
H 3.27661 -7.63719 -3.18855 0.117
H 3.54187 -6.28243 -5.87241 0.110
H 3.93963 -7.95552 -5.46403 0.121
H 6.23077 -7.69134 -6.59425 0.090
H 7.29009 -6.65927 -5.61764 0.095
H 5.98261 -5.89734 -6.60320 0.087
C -1.10435 5.03916 3.71526 -0.059
O -0.15367 4.05801 3.35147 -0.226
C -0.06275 3.89317 1.94556 -0.169
C 1.12565 2.86530 1.73005 -0.163
N 2.35112 3.51685 2.19477 -0.060
C 3.40144 2.51332 2.39735 -0.149
C 4.76740 3.27836 2.45510 -0.235
O 4.88027 4.09087 3.53689 -0.176
C 6.07643 4.78484 3.74574 -0.095
H -0.95256 5.99679 3.21727 0.090
H -1.05559 5.12654 4.80065 0.112
H -2.06639 4.65856 3.37216 0.066
H 0.07122 4.82583 1.39758 0.101
H -0.97637 3.51605 1.48602 0.087
H 1.20661 2.53542 0.69433 0.104
H 0.88894 1.97187 2.30785 0.090
H 2.21151 3.90337 3.11738 0.104
H 3.39319 1.86328 1.52243 0.095
H 3.26920 1.92715 3.30676 0.109
H 4.96258 3.83124 1.53623 0.095
H 5.59581 2.57365 2.52728 0.124
H 5.97850 5.36654 4.66233 0.098
H 6.42447 5.47381 2.97615 0.083
H 6.87893 4.04764 3.77067 0.089
```

=====

Question: The lowest electronic energy belongs to which entry?
Answer: C39H119InN6O25Sn